1.
{"formula": "C6H14IN2O2", "method": "ωB97M-V with the def2-TZVPD basis set", "energy_ha": -794.86311, "homo_lumo_gap_ev": 7.9, "relative_energy_ev": 0.000, "lumo_energy_ev": 3.35, "homo_energy_ev": -4.5, "total_charge": -1, "symbols": ["I", "C", "C", "O", "N", "C", "H", "H", "H", "H", "H", "H", "H", "C", "C", "O", "N", "C", "H", "H", "H", "H", "H", "H", "H"], "xyz": [[22.7227, 16.2905, -8.0972], [20.9169, 15.2745, -12.1897], [20.2410, 14.1893, -11.3908], [19.8056, 13.1639, -11.9228], [20.2657, 14.3819, -10.0520], [19.5963, 13.5269, -9.1274], [21.3636, 16.0336, -11.5471], [20.1826, 15.7979, -12.8158], [21.6181, 14.8760, -12.9192], [20.7458, 15.2126, -9.7323], [20.2001, 13.3691, -8.2325], [19.3581, 12.5755, -9.5901], [18.6704, 13.9988, -8.7706], [26.1084, 13.8707, -8.5555], [25.1803, 12.7770, -9.0669], [25.5139, 11.5981, -8.9962], [24.0313, 13.1977, -9.6165], [23.1103, 12.3113, -10.2911], [25.9655, 14.8535, -9.0005], [27.1112, 13.5226, -8.8158], [26.0516, 13.9757, -7.4738], [23.7296, 14.1628, -9.5257], [23.6308, 11.3966, -10.5673], [22.7076, 12.7941, -11.1780], [22.2845, 12.0294, -9.6319]], "atomic_forces_ev_per_a": [[-0.073, 0.037, -0.137], [-0.454, 0.707, -0.350], [0.432, -1.063, -0.019], [-0.143, 0.638, 0.177], [0.006, 0.417, -1.090], [-0.384, 0.099, 0.822], [0.281, -0.122, -0.075], [-0.158, -0.167, 0.236], [0.232, -0.234, 0.308], [0.063, -0.045, 0.489], [0.204, -0.045, -0.137], [0.050, -0.024, -0.136], [-0.019, -0.167, -0.144], [0.371, -0.207, -0.213], [0.209, 0.360, 0.246], [-0.078, -0.023, -0.119], [-0.281, 0.083, -0.520], [-0.015, -0.291, 0.383], [-0.319, -0.048, -0.009], [-0.008, 0.070, 0.169], [-0.120, -0.098, 0.026], [0.275, 0.039, 0.268], [0.059, 0.050, -0.048], [-0.048, 0.003, -0.026], [-0.081, 0.031, -0.100]]}

***

2.
{"formula": "C6H14IN4O", "method": "ωB97M-V with the def2-TZVPD basis set", "energy_ha": -828.67521, "homo_lumo_gap_ev": 6.9, "relative_energy_ev": 0.000, "lumo_energy_ev": -5.13, "homo_energy_ev": -12.0, "total_charge": 1, "symbols": ["N", "C", "N", "C", "N", "N", "I", "H", "H", "H", "H", "C", "C", "O", "C", "C", "H", "H", "H", "H", "H", "H", "H", "H", "H", "H"], "xyz": [[0.4246, 2.8756, -2.0154], [-0.9107, 3.1026, -2.1136], [-1.5508, 4.2756, -2.0873], [-2.8326, 3.9845, -2.2285], [-3.0088, 2.6705, -2.3592], [-1.7923, 2.0869, -2.2616], [-1.4711, 0.0828, -2.3614], [0.9533, 2.6285, -2.8347], [0.9297, 3.2056, -1.2111], [-3.6544, 4.6836, -2.2610], [-3.8496, 2.1309, -2.5153], [-0.2400, -0.8160, 1.7502], [-0.0291, -2.1334, 1.0224], [1.2264, -2.2439, 0.3825], [2.3627, -2.2086, 1.2398], [2.3974, -3.3266, 2.2647], [-0.0377, 0.0220, 1.0780], [-1.2699, -0.7439, 2.1026], [0.4110, -0.7127, 2.6180], [-0.7544, -2.2281, 0.2108], [-0.2082, -2.9750, 1.6993], [2.4383, -1.2337, 1.7346], [3.2141, -2.2932, 0.5655], [1.6041, -3.2345, 3.0073], [3.3481, -3.3034, 2.7977], [2.2997, -4.2963, 1.7759]], "atomic_forces_ev_per_a": [[-0.122, -0.394, 0.157], [0.153, -0.099, -0.098], [-0.204, 0.065, 0.213], [0.173, -0.077, -0.011], [-0.180, -0.053, -0.003], [0.093, 0.232, -0.154], [0.043, -0.005, 0.056], [0.011, -0.070, 0.037], [0.009, 0.357, -0.155], [0.043, 0.010, 0.005], [0.038, -0.010, 0.004], [0.036, 0.035, -0.035], [-0.051, 0.010, -0.029], [-0.009, 0.062, -0.030], [0.040, -0.009, 0.007], [-0.042, -0.019, -0.022], [-0.015, 0.012, 0.011], [-0.006, -0.006, -0.005], [-0.006, -0.027, 0.008], [-0.060, -0.018, 0.023], [0.048, -0.002, 0.008], [-0.025, 0.000, -0.001], [0.002, -0.004, 0.005], [0.011, 0.017, 0.011], [0.007, -0.003, -0.006], [0.011, -0.003, 0.004]]}

***

3.
{"formula": "C6H14N2", "method": "ωB97M-V with the def2-TZVPD basis set", "smiles": "C=C(C)N.C=C(C)N", "energy_ha": -346.47946, "homo_lumo_gap_ev": 9.1, "relative_energy_ev": 1.298, "lumo_energy_ev": 0.81, "homo_energy_ev": -8.3, "symbols": ["C", "C", "C", "N", "H", "H", "H", "H", "H", "H", "H", "C", "C", "C", "N", "H", "H", "H", "H", "H", "H", "H"], "xyz": [[-2.6591, -0.2503, -0.4177], [-1.8884, -0.7094, 0.6099], [-1.5829, -2.1863, 0.8256], [-1.3221, 0.1331, 1.5707], [-2.8311, 0.7911, -0.6149], [-3.1836, -0.9589, -1.1187], [-1.8005, -2.4042, 1.8928], [-0.5844, -2.4889, 0.6255], [-2.2528, -2.7986, 0.1982], [-0.3550, -0.0859, 1.8635], [-1.3736, 1.1097, 1.2955], [2.7120, 1.2212, 0.4134], [1.8954, 0.8156, -0.6029], [1.7556, -0.6022, -1.0467], [1.1097, 1.7270, -1.3672], [2.7440, 2.3311, 0.6327], [3.3154, 0.5741, 1.0386], [2.0220, -0.6925, -2.0877], [0.6678, -0.8959, -0.9569], [2.4103, -1.2973, -0.4923], [0.1854, 1.3448, -1.3693], [1.1268, 2.7191, -1.0212]], "atomic_forces_ev_per_a": [[0.156, -1.767, 0.150], [-0.094, -0.094, -1.299], [-2.064, 0.387, 0.609], [0.779, 0.329, -0.028], [-0.002, 0.379, 0.193], [0.765, 0.750, 0.982], [0.147, -0.079, -0.578], [1.056, 0.081, -0.230], [0.299, 0.254, 0.298], [-0.927, -0.020, -0.332], [0.005, -0.173, 0.195], [-1.096, 1.231, -0.984], [1.256, 1.080, 1.393], [-0.874, -0.507, 0.500], [0.911, 0.609, 0.853], [0.017, -1.430, -0.101], [-0.036, -0.084, -0.367], [0.012, 0.045, -0.471], [1.062, 0.016, -0.050], [-0.497, 0.406, -0.019], [-0.803, 0.215, -0.374], [-0.072, -1.628, -0.340]]}

***

4.
{"formula": "C6H14N2", "method": "ωB97M-V with the def2-TZVPD basis set", "smiles": "C=CCCNCCN", "energy_ha": -346.42261, "homo_lumo_gap_ev": 9.9, "relative_energy_ev": 2.845, "lumo_energy_ev": 1.05, "homo_energy_ev": -8.8, "symbols": ["C", "C", "C", "C", "N", "C", "C", "N", "H", "H", "H", "H", "H", "H", "H", "H", "H", "H", "H", "H", "H", "H"], "xyz": [[-1.0265, -3.3431, -0.5944], [-0.2175, -2.6392, -1.4035], [-0.2522, -1.1568, -1.6168], [0.8438, -0.4547, -0.8459], [0.0420, 0.4085, 0.1517], [0.7902, 0.9301, 1.2495], [0.0087, 2.1037, 1.8407], [-0.3583, 3.2475, 0.8333], [-0.8723, -4.2613, -0.0658], [-1.6416, -2.6401, 0.0453], [0.5504, -3.0734, -2.0014], [-0.2395, -0.8288, -2.7671], [-1.2733, -0.7183, -1.2667], [1.4655, -1.1610, -0.3694], [1.5941, 0.1050, -1.4668], [-0.4106, 1.2116, -0.3128], [0.8933, 0.1438, 2.1498], [1.8248, 1.2022, 0.9764], [0.6132, 2.5336, 2.7073], [-1.0452, 1.7780, 2.0777], [0.4462, 3.3562, 0.2633], [-0.5693, 4.1206, 1.3572]], "atomic_forces_ev_per_a": [[0.236, 3.264, 1.661], [-0.705, -0.529, -0.209], [-2.557, 1.308, -2.469], [-1.389, 2.452, 0.247], [1.286, -0.840, -1.144], [0.091, -0.573, 2.005], [-0.969, 1.834, 0.104], [0.084, -1.352, 1.691], [0.166, -0.894, -0.844], [0.076, -0.953, -0.900], [0.639, -0.851, -0.154], [0.209, -1.103, 2.239], [1.776, -0.904, -0.450], [0.385, -0.829, 1.285], [-0.945, 0.053, 0.251], [0.346, -0.781, -0.081], [-0.217, 1.446, -1.961], [-0.118, 0.213, 0.130], [-1.109, -0.662, -0.824], [1.431, -0.093, 0.619], [0.818, 0.785, -0.581], [0.466, -0.991, -0.617]]}

***

5.
{"formula": "C6H14N2", "method": "ωB97M-V with the def2-TZVPD basis set", "energy_ha": -346.38669, "homo_lumo_gap_ev": 7.3, "relative_energy_ev": 3.823, "lumo_energy_ev": 0.73, "homo_energy_ev": -6.5, "symbols": ["C", "C", "C", "C", "N", "C", "C", "N", "H", "H", "H", "H", "H", "H", "H", "H", "H", "H", "H", "H", "H", "H"], "xyz": [[0.5793, 0.2620, -1.7040], [1.8379, 0.4092, 0.3328], [-0.7053, 1.5275, 0.9078], [0.8628, -1.6752, -0.3291], [0.6812, -0.2141, -0.3146], [-0.6435, 0.1117, 0.3974], [-1.5457, -0.8848, 0.3171], [-2.7667, -0.7669, 0.9336], [-3.4806, -1.4083, 0.6310], [-3.1374, 0.1291, 1.2461], [-0.2445, -0.2663, -2.1819], [0.3661, 1.3264, -1.7121], [1.5031, 0.0796, -2.2523], [1.8665, 0.1115, 1.3822], [2.7556, 0.0827, -0.1632], [1.7755, 1.4950, 0.2775], [-1.7384, 1.7126, 1.2196], [-0.0698, 1.7094, 1.7836], [-0.4637, 2.2828, 0.1454], [1.3185, -2.0065, 0.5991], [-0.2100, -2.0242, -0.3344], [1.4591, -1.9934, -1.1814]], "atomic_forces_ev_per_a": [[-0.106, 0.073, -0.659], [0.547, 0.363, 0.367], [-0.173, -0.335, 0.006], [-0.552, -0.935, -0.082], [-0.013, 0.039, -0.142], [-0.230, -0.155, 0.279], [-0.261, 0.556, 0.369], [-0.213, 0.187, -0.150], [0.086, 0.087, 0.125], [0.071, -0.103, -0.050], [0.063, -0.001, 0.119], [-0.032, 0.072, 0.090], [0.117, -0.032, 0.051], [-0.069, -0.017, -0.145], [-0.135, -0.006, 0.020], [-0.058, -0.066, -0.044], [0.120, 0.081, -0.019], [-0.082, 0.097, -0.071], [-0.038, -0.025, 0.126], [0.047, 0.122, 0.092], [0.833, -0.157, -0.235], [0.078, 0.153, -0.047]]}